(1)
The following is a DFT calculation (the ωB97M-V functional and the def2-TZVPD basis) of a structure of composition C27H17N6O7RbS3 in a non-equilibrium geometry.

Orbital gap ... 0.1201 Ha
ΔE to the lowest compared entry with this formula, charge and spin ... 19.4 kJ/mol
LUMO level ... 2.571 eV
HOMO ... -0.698 eV
Total charge ... -2
M ... 719.1 Da

Positions of all 61 atoms, in Å:
Rb  1.6332  -0.0732  0.1407
O  -1.4458  2.6522  -2.9007
S  -0.8482  1.4782  -2.2389
O  0.1198  0.6998  -3.0232
O  -0.3400  1.7900  -0.8755
C  -2.5025  0.5312  -1.9085
C  -3.4723  1.2673  -2.5626
C  -4.7739  1.0203  -2.1985
C  -5.1571  0.0077  -1.3461
C  -4.2161  -0.9287  -0.8838
C  -2.8701  -0.6252  -1.1948
S  -1.7570  -2.0645  -0.9573
O  -1.4200  -2.5532  -2.3161
O  -2.5724  -3.0027  -0.1499
O  -0.5144  -1.5679  -0.3229
H  -3.2720  2.0206  -3.3124
H  -5.5050  1.7455  -2.5887
H  -6.1589  -0.0974  -1.0029
H  -4.4762  -1.8540  -0.3723
S  0.7251  0.7133  8.4993
N  0.2275  -0.4757  7.4900
C  0.1082  0.0410  6.2894
C  -0.0233  -0.7629  5.1261
C  -0.4348  -2.0920  5.1408
C  -0.6664  -2.7610  3.9516
C  -0.4804  -2.1002  2.7702
N  0.0200  -0.8435  2.7595
C  0.1153  -0.1396  3.8739
C  0.4160  1.3297  3.7939
N  0.4911  1.8938  2.6022
C  0.4114  3.2172  2.4518
C  0.4626  4.1056  3.5343
C  0.4700  3.5453  4.8108
C  0.4361  2.1534  4.9766
C  0.4022  1.4646  6.2190
N  0.6958  1.9947  7.4126
H  -0.5352  -2.5587  6.1093
H  -0.9951  -3.7947  3.9570
H  -0.6775  -2.4910  1.7965
H  0.3844  3.5085  1.4036
H  0.6503  5.1534  3.3714
H  0.5697  4.2125  5.6608
O  3.4205  0.5006  -2.0215
C  3.0621  0.6239  -3.2510
C  3.1287  1.8540  -3.9773
C  2.8792  1.9255  -5.3331
C  2.3653  0.8320  -6.0030
C  2.2597  -0.4056  -5.3650
C  2.5318  -0.5373  -3.9913
C  2.4747  -1.8432  -3.3208
N  3.4868  -2.7020  -3.2539
C  2.9753  -3.8830  -2.7388
C  1.5959  -3.7396  -2.4787
N  1.3492  -2.4113  -2.7545
H  3.3741  2.7579  -3.3769
H  3.0155  2.8475  -5.8730
H  2.0384  0.8665  -7.0414
H  1.9324  -1.3005  -5.8728
H  3.6303  -4.7341  -2.6557
H  0.8239  -4.4623  -2.1938
H  0.4317  -1.9489  -2.4839

Cartesian forces, eV/Å:
0.0647 0.3520 -0.6159
1.4772 -0.5895 0.3120
0.3144 -0.1366 0.6482
-1.5992 0.4758 0.7808
-0.5685 -0.2777 -0.8242
1.5523 0.3337 -0.9952
-0.9102 -0.7019 0.5832
-1.4107 0.8960 -0.3958
0.6947 -0.8179 0.6397
0.6899 1.5011 -1.0605
0.0448 -1.1470 0.0150
0.5329 -0.1232 -0.6659
-1.0040 0.3808 1.3104
1.1740 0.8114 -0.4834
-1.1707 -0.5186 0.3061
0.2361 -0.1142 0.4818
-0.0375 -0.5962 0.1742
-0.8539 0.0207 -0.0651
0.1575 0.4048 -0.0668
-0.8092 0.8990 -1.0884
0.3830 0.4501 0.5481
1.1339 0.6513 0.8034
-1.3099 -0.0702 -1.2853
0.4084 -0.0010 0.1430
-0.3702 -0.6958 1.0741
1.2048 1.9741 -0.0946
-0.9255 -0.0828 -0.7534
0.9952 -0.2652 0.2771
-0.4058 0.9309 1.0143
-0.6889 -0.0185 -0.6218
0.7776 -0.5921 0.0345
0.2258 -1.1327 0.1489
0.4836 0.2055 -0.3442
-0.4240 -0.0988 -1.9091
0.0385 -0.5174 2.3355
0.1363 -1.4383 -0.2037
-0.1416 -0.2240 0.0069
-0.0616 0.1190 -0.0071
-0.0476 -0.4446 -0.5339
0.0312 0.3008 0.1667
-0.4523 0.2223 0.0320
-0.1030 -0.2708 0.1317
-0.3690 0.3293 -0.2531
-0.5039 -1.1699 0.1012
0.5465 0.3662 0.7383
-0.5597 -0.0561 0.4903
0.0331 -1.0845 -0.9654
-0.0356 0.1154 1.8907
1.0131 1.6965 -0.4959
-0.1084 -1.0461 0.9016
-0.5098 -0.5173 -0.1613
-1.4508 0.9256 -0.2447
1.9665 0.1587 0.0500
-1.1737 0.5072 -0.2505
0.0775 -0.6915 -0.5754
-0.0906 0.3882 -0.0271
0.2929 0.2740 0.0374
-0.1945 -0.0056 -0.3197
-0.1758 -0.2289 0.0847
0.3966 0.6765 0.0866
1.3830 -0.6923 -1.0411

(2)
The following is a DFT calculation (the ωB97M-V functional and the def2-TZVPD basis) of a structure of composition C20H27BeClNO2P in a non-equilibrium geometry.

Orbital gap ... 0.2886 Ha
LUMO level ... 0.362 eV
HOMO ... -7.491 eV
M ... 388.9 Da

Positions of all 53 atoms, in Å:
C  2.1852  -3.7761  -2.2193
C  2.9783  -2.6848  -1.8610
C  2.4019  -1.5788  -1.2133
C  1.0402  -1.5821  -0.9321
C  0.2574  -2.6926  -1.2146
C  0.8405  -3.7998  -1.8585
C  3.2717  -0.4060  -0.8110
C  2.8495  0.9967  -1.2826
N  1.3621  1.1488  -1.5194
Be  0.5197  -0.0099  -0.3629
C  -1.2195  -2.7407  -0.8626
P  -1.9878  -1.0904  -0.9074
H  4.0448  -2.6629  -2.0879
H  0.2048  -4.6542  -2.0954
H  2.6254  -4.6190  -2.7538
H  -1.3765  -3.1235  0.1585
H  -1.7857  -3.3772  -1.5608
H  3.3372  -0.3494  0.2908
H  4.2948  -0.5689  -1.1728
H  3.1335  1.7279  -0.5127
C  -3.6562  -0.8483  -0.2879
C  -2.1361  -0.8009  -2.6974
H  3.3674  1.2633  -2.2216
C  1.0653  0.8362  -2.9390
C  0.9460  2.5477  -1.2454
H  -1.3453  -0.6479  0.3439
H  1.6725  1.4837  -3.5971
H  1.2961  -0.2152  -3.1553
H  0.0027  1.0259  -3.1401
H  1.4022  3.2327  -1.9813
H  -0.1482  2.6122  -1.3160
H  1.2610  2.8275  -0.2298
H  -2.9360  -1.4565  -3.0699
H  -2.4157  0.2407  -2.8933
H  -1.2110  -1.0373  -3.2362
H  -4.3475  -1.4913  -0.8499
H  -3.6960  -1.0886  0.7822
H  -3.9281  0.2085  -0.4283
H  -0.9026  0.1057  -0.7859
Cl  -2.3996  3.0728  6.3744
C  -1.3773  2.4577  5.1483
C  -0.0033  2.7494  5.1719
C  0.8146  2.2715  4.1483
C  0.2694  1.4974  3.1227
C  -1.0926  1.1719  3.1267
C  -1.9256  1.6628  4.1305
C  1.1338  1.0885  1.9733
O  2.2949  1.4509  1.8400
O  0.4606  0.3135  1.1269
H  0.4029  3.3527  5.9780
H  1.8778  2.4901  4.1226
H  -1.4940  0.5432  2.3368
H  -2.9890  1.4400  4.1223

Cartesian forces, eV/Å:
0.0755 -0.0683 0.2349
-0.1770 0.3782 0.0841
0.5913 -0.9870 -0.5979
-0.7338 0.8731 0.6332
0.7414 -0.5979 -0.6531
-0.4099 0.2259 0.0150
0.2653 0.1227 0.3868
-0.3116 0.2831 -0.2802
0.4711 0.2079 0.2609
0.9222 -0.0855 -0.9524
-0.8215 -0.3089 -0.1211
3.4441 1.5407 3.0849
-0.2002 -0.1404 -0.0636
0.2677 0.0478 -0.0482
-0.1269 0.1895 0.1707
0.0580 0.0900 -0.2711
0.2834 -0.0689 0.1133
-0.1346 -0.1769 -0.3790
-0.1554 -0.0156 0.1026
-0.1033 -0.2940 -0.2487
-0.8654 -0.4807 -0.3158
-0.6151 -0.0135 -0.5129
-0.1837 -0.0439 0.2673
-0.0588 0.0237 0.0667
0.1198 -0.1253 0.0103
-2.3002 -2.3734 1.2579
-0.1934 -0.1725 0.2063
-0.0611 0.3350 0.1180
0.2959 -0.0819 0.1055
-0.1188 -0.1230 0.2607
0.2791 -0.0094 -0.0125
-0.1116 -0.0943 -0.3590
0.0826 0.1049 -0.1051
0.0469 -0.1825 0.0590
-0.1199 0.0280 0.3671
-0.1581 0.3461 0.1549
0.0907 0.0269 -0.3990
0.0471 -0.3282 -0.0192
0.0693 1.4168 -2.8796
-0.3364 0.2262 0.4518
0.8458 -0.5047 -0.9613
-0.3826 -0.1839 -0.1828
-0.4703 -0.0525 0.0843
-0.0847 0.2042 0.3005
0.0481 0.3264 0.3842
0.4166 0.1505 0.1524
-0.6018 -0.8357 -0.9731
-0.6097 -0.1411 0.0440
0.9407 1.2038 0.8473
-0.0762 -0.0826 -0.1133
-0.1568 0.0212 0.0193
0.1007 0.1477 0.1188
0.1755 0.0518 0.0864

Which of these has the lowest LUMO level?
C20H27BeClNO2P

M of number 1 (C27H17N6O7RbS3)?
719.1 Da

Which value of M does entry 1 give?
719.1 Da

Among the records above, which one has the highest orbital gap?
C20H27BeClNO2P